{
  "formula": "C22H35NO2OsP2S2",
  "method": "wB97M-V/def2-TZVPD",
  "homo_energy_ev": [-12.973, -13.735],
  "homo_lumo_gap_ev": [6.493, 5.709],
  "multiplicity": 5,
  "charge": 2,
  "e_tot_ha": -2633.35573,
  "s_squared": 6.03,
  "mol_weight_g_mol": 661.84,
  "de_lowest_kj_mol": 325.1,
  "species": ["H", "H", "C", "P", "C", "H", "C", "C", "H", "H", "Os", "H", "H", "H", "S", "H", "C", "C", "H", "H", "H", "H", "C", "H", "H", "H", "C", "H", "C", "C", "H", "C", "H", "H", "H", "H", "N", "H", "H", "C", "H", "C", "O", "O", "C", "H", "H", "C", "H", "C", "H", "C", "C", "H", "H", "H", "C", "H", "H", "C", "P", "S", "C", "C", "H"],
  "xyz": [[-0.21620, -1.93957, 1.58677], [-0.64329, -1.65857, -0.64816], [0.37240, -1.25872, -0.40726], [1.34870, -2.53894, -1.04144], [0.25551, -1.07485, 1.11752], [-0.09855, 0.80647, -0.49523], [-0.86671, 4.88258, 2.69446], [-0.03357, -1.49963, -3.34872], [-3.99406, -0.78950, -0.08325], [0.88312, -1.00289, -3.72106], [-2.04398, 0.50324, 0.00037], [-0.92495, 5.44784, 1.76062], [2.67948, -4.16125, -2.09066], [-1.40251, 0.47731, -4.76992], [-1.39728, 1.09670, 3.70432], [1.86370, 0.06677, 1.89254], [-1.10274, 2.81468, 3.91789], [-2.62689, -1.13266, -2.39441], [-2.55689, -2.06412, -1.82776], [3.81692, 0.68706, -1.85411], [-4.01933, -0.09906, 1.56023], [3.09936, -2.58087, -2.80501], [2.98996, 0.02953, -1.57186], [4.25455, -0.12658, 0.17908], [-2.92682, -1.38646, -3.42159], [2.88166, -0.72494, -2.36879], [0.81773, -3.87372, 0.02953], [1.15254, -3.67054, 1.05067], [-0.60335, 3.40184, 5.07347], [2.88944, -3.10425, -1.85421], [-0.27221, -3.99345, 0.00396], [-1.65562, 2.67610, 1.61500], [0.90976, -3.44662, -3.23767], [1.53343, 1.35067, -2.58570], [1.80438, 1.72093, -0.86861], [1.84170, -1.56430, 2.55893], [-1.70973, 1.38844, 1.90084], [-0.56579, -3.33664, -2.27676], [-0.43044, -0.17572, 1.18153], [-0.25638, 4.76036, 5.03931], [-0.10468, 1.39967, -3.99403], [-1.24372, 3.53078, 2.71086], [-0.18567, 0.33349, 3.84385], [-2.63508, 0.65555, 4.28590], [1.70383, 0.88560, -1.59284], [-4.54905, 0.91091, 0.15503], [3.19662, -2.34642, 0.76924], [1.67496, -0.97615, 1.64167], [-1.79583, 1.75488, -3.59859], [0.33238, -2.77510, -2.57412], [-0.09291, 6.53752, 3.87364], [0.51843, 0.08107, -1.16656], [2.58863, -1.43754, 0.49916], [-0.58007, -1.80287, -4.26469], [-0.49828, 2.77150, 5.95579], [0.12506, 5.20134, 5.95174], [-3.85452, 0.13240, 0.49927], [3.75939, -3.05215, -1.18426], [-3.38876, -0.48110, -1.94701], [-1.09042, 0.95190, -3.81744], [-1.08623, -0.18603, -2.36963], [-2.06798, 2.75645, -0.10143], [-0.38111, 5.48528, 3.84712], [3.29733, -0.47947, -0.23631], [1.31063, -4.75823, -0.38122]],
  "forces_ev_per_a": [[-0.4, 0.2, -0.2], [0.4, 0.0, -0.3], [-1.8, 2.5, 0.6], [-0.2, -2.9, -1.3], [0.0, -0.6, -0.9], [1.6, -0.4, -0.4], [-0.3, -0.3, -0.6], [-0.3, -0.1, 0.1], [-0.5, -0.2, 0.0], [-0.4, 0.0, 0.3], [1.8, 1.0, -0.9], [-0.1, -0.2, 0.3], [0.0, 0.4, 0.1], [0.1, -0.1, 0.8], [-0.9, 0.0, -1.2], [0.4, 0.0, 0.0], [0.5, 0.8, -0.2], [-1.2, -0.1, -0.2], [0.0, 0.1, 0.1], [-0.1, -0.2, -0.3], [-0.1, 0.3, -0.2], [-0.2, -0.3, 0.6], [-0.1, 1.2, -1.2], [-0.5, -0.1, 0.1], [0.2, 0.1, 0.1], [0.2, 0.2, 0.3], [0.4, -0.4, -0.1], [-0.1, -0.4, -0.1], [-0.3, -0.4, -0.3], [1.2, 0.1, 0.2], [0.3, 0.0, 0.0], [-0.3, -2.0, -0.2], [-0.4, 0.3, 0.3], [0.2, -0.4, 0.5], [0.1, -0.4, -0.5], [-0.2, 0.2, -0.4], [0.1, 0.4, 1.6], [0.1, 0.2, -0.1], [1.2, -0.9, 0.9], [-0.2, -0.6, -0.3], [-0.2, -0.2, 0.3], [0.4, 1.0, 1.0], [-0.6, 0.3, -0.3], [1.0, 0.2, -0.5], [0.7, 0.3, 0.1], [-0.1, -0.3, 0.1], [-0.6, 0.6, -0.3], [0.4, 0.4, 0.3], [0.1, 0.2, -0.2], [0.0, -0.4, -0.6], [-0.1, -0.3, -0.3], [-4.6, 1.2, 1.1], [0.8, -1.7, 2.7], [0.1, 0.2, 0.5], [0.1, 0.4, 0.0], [0.0, 0.2, -0.2], [-2.0, -0.6, 0.8], [-0.2, 0.0, -0.4], [-0.1, -0.4, -0.4], [-0.6, 0.6, 0.3], [2.8, -0.6, -2.1], [0.6, 1.0, 0.3], [0.1, 0.0, 0.8], [1.8, 1.0, -0.6], [-0.3, -0.2, 0.5]],
  "nbo_charge": [0.24, 0.26, -0.63, 1.63, -0.39, 0.19, -0.15, -0.72, 0.20, 0.23, 0.60, 0.24, 0.27, 0.27, 2.26, 0.25, -0.32, -0.99, 0.25, 0.26, 0.25, 0.27, -0.48, 0.25, 0.28, 0.21, -0.98, 0.26, -0.16, -0.92, 0.26, 0.14, 0.26, 0.24, 0.24, 0.26, -0.75, 0.24, 0.21, -0.14, 0.26, -0.07, -0.89, -0.84, -0.43, 0.26, 0.25, -0.47, 0.26, -0.75, 0.25, -0.39, -0.19, 0.25, 0.25, 0.25, -0.81, 0.26, 0.25, -0.94, 1.29, 0.14, -0.18, -0.17, 0.27]
}

{
  "formula": "CH7N4",
  "method": "wB97M-V/def2-TZVPD",
  "homo_energy_ev": -15.044,
  "homo_lumo_gap_ev": 10.029,
  "multiplicity": 1,
  "charge": 1,
  "e_tot_ha": -260.95034,
  "mol_weight_g_mol": 75.09,
  "de_lowest_kj_mol": 195.6,
  "species": ["H", "N", "H", "N", "H", "H", "H", "C", "N", "H", "H", "N"],
  "xyz": [[2.94204, -0.80995, -1.63748], [2.13613, -0.10580, -1.68729], [-2.84602, 1.05393, 1.74380], [0.49086, 0.14521, 0.45520], [2.51958, 0.72892, -2.24826], [-3.45399, -0.71626, 1.94632], [0.75337, 0.68785, 1.29339], [-2.69789, -0.04265, 1.64638], [-1.68868, -0.48762, 0.97382], [1.00311, 0.24892, -0.46589], [1.53897, -0.51592, -2.29797], [-0.69747, -0.18663, 0.27798]],
  "forces_ev_per_a": [[-1.4, 1.5, 0.2], [4.2, 1.9, 0.7], [0.0, -0.8, -0.2], [-0.5, 1.1, 1.4], [-0.6, -1.6, 1.3], [-0.3, -0.8, 0.6], [0.2, -0.8, 0.0], [1.9, 1.3, -1.9], [0.4, 0.6, 1.9], [1.0, -0.3, 0.4], [-2.5, -1.7, -2.5], [-2.5, -0.4, -1.8]],
  "nbo_charge": [0.40, -1.08, 0.22, -0.43, 0.40, 0.24, 0.40, -0.03, -0.11, 0.46, 0.37, 0.16]
}

{
  "formula": "CH10O6",
  "method": "wB97M-V/def2-TZVPD",
  "homo_energy_ev": -10.841,
  "homo_lumo_gap_ev": 11.260,
  "multiplicity": 1,
  "e_tot_ha": -495.50185,
  "mol_weight_g_mol": 118.09,
  "smiles": "O=CO.O.O.O.O",
  "de_lowest_kj_mol": 194.1,
  "species": ["O", "H", "H", "H", "C", "O", "O", "H", "H", "H", "O", "H", "O", "H", "H", "H", "O"],
  "xyz": [[-0.54607, -0.88456, -1.98554], [-1.72172, -0.82120, 1.29429], [1.63326, -0.65318, 1.34370], [0.10618, 0.13068, 0.73875], [-1.18086, 1.29954, 1.32012], [1.54508, -0.97475, 0.46193], [-0.00518, 0.78788, 1.43941], [-1.17877, -0.30855, -2.35934], [-1.53639, 1.50122, 2.34042], [0.32006, -0.35959, -2.11537], [2.96822, 0.47934, -2.37843], [-2.55792, -2.03986, 0.99416], [-1.61333, 1.61221, 0.21529], [2.67557, 1.34098, -2.17561], [3.50120, 0.63195, -3.28073], [2.17453, -1.67319, 0.47159], [-1.89008, -1.71342, 1.60076]],
  "forces_ev_per_a": [[3.2, 0.4, 0.3], [-0.1, -0.1, -0.1], [0.1, 0.6, 1.2], [0.7, 0.0, -0.9], [-1.1, 2.6, -2.0], [-0.3, 0.3, -0.5], [1.7, -1.8, 1.0], [-1.3, 1.0, -0.6], [-0.9, 0.4, -0.4], [-1.8, -1.4, 0.4], [2.3, -1.1, -3.6], [-0.1, -0.1, -0.1], [-0.6, -0.7, 2.1], [-0.6, 1.7, 0.5], [-1.8, -0.6, 3.1], [0.7, -1.1, -0.6], [0.0, 0.0, 0.2]],
  "nbo_charge": [-0.94, 0.45, 0.47, 0.53, 0.61, -0.94, -0.70, 0.46, 0.13, 0.48, -0.94, 0.47, -0.58, 0.47, 0.47, 0.48, -0.92]
}

{
  "formula": "C2H2N2O3",
  "method": "wB97M-V/def2-TZVPD",
  "homo_energy_ev": 0.074,
  "homo_lumo_gap_ev": 6.917,
  "multiplicity": 1,
  "charge": -2,
  "e_tot_ha": -412.48244,
  "mol_weight_g_mol": 102.05,
  "de_lowest_kj_mol": 168.9,
  "species": ["H", "O", "N", "C", "O", "C", "H", "O", "N"],
  "xyz": [[0.74894, -1.07970, -0.52567], [-0.95002, -3.81285, 1.89188], [-0.44901, -2.58751, 1.99656], [0.31169, 2.64902, -1.09327], [0.45269, 2.53880, -2.34653], [-0.27299, -1.26540, -0.01289], [-0.60054, 2.17754, -0.56671], [0.92446, 3.37283, -0.32152], [-0.16522, -1.99273, 0.97816]],
  "forces_ev_per_a": [[-1.2, -0.5, 0.5], [0.5, 0.4, -0.2], [-0.7, -0.8, 1.4], [-1.8, 0.0, -1.4], [-0.2, -0.4, 0.8], [1.0, 1.1, -1.4], [0.6, -0.4, -0.9], [1.5, 1.1, 1.3], [0.3, -0.5, -0.3]],
  "nbo_charge": [0.12, -0.72, 0.04, 0.62, -0.82, -0.25, 0.00, -0.80, -0.19]
}

{
  "formula": "C12H12FN3OS2",
  "method": "wB97M-V/def2-TZVPD",
  "homo_energy_ev": -8.204,
  "homo_lumo_gap_ev": 8.653,
  "multiplicity": 1,
  "e_tot_ha": -1600.26762,
  "mol_weight_g_mol": 297.38,
  "smiles": "Nc1cc(=O)[nH]c(SCCSc2ccccc2F)n1",
  "de_lowest_kj_mol": 0.0,
  "species": ["C", "H", "C", "C", "H", "S", "C", "O", "C", "H", "H", "N", "N", "F", "C", "H", "H", "S", "C", "H", "H", "C", "N", "C", "C", "C", "H", "C", "H", "H", "H"],
  "xyz": [[3.93388, 1.05469, 0.83099], [-0.38583, -2.16138, -0.40532], [0.12570, 1.79050, -1.38106], [-3.62038, -1.82621, 0.01353], [5.22475, -0.30420, 1.86833], [-2.10767, 2.35570, 0.19959], [2.84962, 1.19692, -0.01713], [-5.79529, -0.89002, 0.24036], [2.64813, -1.17503, -0.10574], [4.43678, 1.93766, 1.19458], [-3.97454, -2.84148, -0.04383], [-1.81375, -0.25060, 0.00999], [-1.31074, -2.47268, -0.15937], [2.00596, -2.27709, -0.55559], [-0.31440, 2.07083, 0.05018], [-1.56843, -3.41398, -0.39641], [0.85756, 2.51614, -1.73521], [0.80509, 0.11727, -1.60626], [-2.27889, -1.53575, -0.05939], [2.53044, 2.18520, -0.30538], [-0.72408, 1.80597, -2.06344], [2.18162, 0.07854, -0.50006], [-4.00454, 0.50281, 0.21419], [4.37827, -0.20050, 1.20837], [3.72990, -1.32940, 0.73422], [-2.67908, 0.69287, 0.13514], [-4.64130, 1.28361, 0.31484], [-4.58840, -0.79519, 0.16312], [0.14466, 2.97764, 0.44200], [4.04683, -2.32285, 1.00867], [-0.09186, 1.23002, 0.70610]],
  "forces_ev_per_a": [[0.1, 0.1, 0.1], [0.0, 0.0, 0.0], [0.4, -0.5, 0.0], [0.2, -0.2, -0.1], [0.1, 0.0, 0.1], [0.0, 0.3, 0.1], [0.0, -0.1, 0.0], [-0.3, 0.0, 0.0], [0.1, 0.3, 0.1], [0.1, 0.1, 0.0], [-0.1, -0.1, 0.0], [0.1, 0.0, 0.1], [0.1, -0.2, 0.0], [0.0, 0.0, 0.0], [-0.5, 0.0, 0.1], [0.0, 0.0, 0.0], [-0.1, 0.1, 0.0], [0.3, 0.0, -0.3], [-0.6, 0.2, 0.2], [-0.1, 0.1, -0.1], [0.1, 0.0, 0.0], [-0.2, -0.1, -0.3], [-0.2, 0.1, 0.0], [0.0, 0.0, 0.0], [-0.1, -0.1, -0.1], [0.4, 0.1, 0.0], [0.0, -0.1, 0.0], [0.2, 0.2, 0.0], [0.0, 0.0, 0.0], [0.0, -0.1, 0.0], [0.1, 0.1, 0.0]],
  "nbo_charge": [-0.21, 0.42, -0.55, -0.49, 0.22, 0.25, -0.21, -0.62, 0.38, 0.22, 0.23, -0.58, -0.78, -0.33, -0.54, 0.39, 0.22, 0.29, 0.43, 0.21, 0.25, -0.25, -0.61, -0.21, -0.26, 0.34, 0.42, 0.63, 0.24, 0.23, 0.27]
}

{
  "formula": "C7H12O2",
  "method": "wB97M-V/def2-TZVPD",
  "homo_energy_ev": [-7.856, -7.856],
  "homo_lumo_gap_ev": [8.078, 8.078],
  "multiplicity": 1,
  "e_tot_ha": -424.28213,
  "mol_weight_g_mol": 128.17,
  "de_lowest_kj_mol": 299.0,
  "species": ["H", "C", "H", "C", "C", "H", "H", "H", "O", "O", "H", "H", "H", "C", "H", "C", "H", "C", "C", "H", "H"],
  "xyz": [[-1.53524, -2.23382, 0.04071], [-0.44854, 0.32544, -0.31746], [0.36419, 1.48015, 2.24880], [-1.72484, -0.11462, -0.19215], [2.46336, -0.26260, -0.48046], [0.59953, 2.23331, -0.42448], [-2.49561, 0.55661, -0.55950], [-2.39772, -1.42536, 1.36240], [0.85139, -2.01451, -0.26534], [0.97501, 1.05677, 1.63303], [2.90993, 0.37598, 0.27904], [-0.16159, -0.72065, 1.68550], [-1.05912, 2.25762, -1.05064], [-2.23456, -1.43637, 0.28183], [2.40805, 0.33736, -1.38785], [0.35196, -0.01670, 1.02907], [0.23562, 1.48456, -1.95817], [-0.15553, 1.65725, -0.95395], [1.09899, -0.81150, -0.13555], [-3.19897, -1.64227, -0.18585], [3.15369, -1.08663, -0.64897]],
  "forces_ev_per_a": [[0.1, 0.0, 0.1], [-2.5, 2.0, 2.6], [0.0, 0.0, -0.2], [-0.1, 0.1, -1.4], [0.0, 0.7, -1.3], [0.0, -0.1, 0.2], [-0.1, -0.1, -0.6], [0.0, -0.1, 0.1], [-0.5, 0.6, -0.9], [0.1, 0.1, 0.0], [-0.5, 0.0, 0.3], [-0.1, 0.3, -0.2], [-0.1, 0.0, 0.0], [0.1, 0.3, 0.2], [0.2, 0.0, -0.2], [1.7, -2.4, -3.4], [0.0, 0.1, -0.1], [0.2, -0.2, -0.5], [1.6, -1.3, 5.4], [0.1, 0.0, 0.1], [-0.3, -0.1, -0.2]],
  "nbo_charge": [0.27, -0.11, 0.48, -0.03, -0.70, 0.23, 0.19, 0.23, -0.62, -0.70, 0.24, 0.19, 0.22, -0.69, 0.22, 0.02, 0.22, -0.64, 0.52, 0.23, 0.24]
}

{
  "formula": "C3H11N5",
  "method": "wB97M-V/def2-TZVPD",
  "homo_energy_ev": [-8.881, -8.880],
  "homo_lumo_gap_ev": [9.731, 9.730],
  "multiplicity": 1,
  "e_tot_ha": -394.55754,
  "mol_weight_g_mol": 117.16,
  "smiles": "[H]/N=N/N(C)N.[H]/N=C/C",
  "de_lowest_kj_mol": 336.4,
  "species": ["N", "N", "H", "H", "H", "H", "H", "H", "H", "N", "N", "H", "C", "N", "H", "H", "C", "H", "C"],
  "xyz": [[-2.13540, 0.27182, 0.31182], [1.41121, 0.70296, 1.07006], [0.98640, -0.48558, -2.07526], [0.47458, 2.49550, -0.18046], [-0.76065, -0.68245, 1.56701], [1.17984, 1.64098, 2.69553], [1.87062, -1.16979, -0.67883], [-1.53377, -1.77479, -1.24026], [-2.03523, 1.03117, 0.99610], [0.28720, 1.74109, -0.84754], [0.81482, 0.57932, -0.28336], [-2.01933, -2.62032, 0.25836], [-1.25790, -0.65896, 0.56608], [0.95721, 1.66559, 1.69120], [-0.30323, -2.43802, -0.12326], [2.48859, 0.28195, -1.51373], [1.58884, -0.24731, -1.19269], [-0.73284, 1.62134, -0.82797], [-1.28096, -1.95453, -0.19278]],
  "forces_ev_per_a": [[1.8, -0.9, 0.0], [-1.3, -0.6, -1.7], [0.0, 0.1, 0.3], [0.0, -0.1, -0.2], [0.1, 0.1, -0.9], [0.7, -0.3, -0.6], [-0.1, 0.2, -0.1], [-0.1, -0.1, 0.1], [-0.2, -0.3, 0.0], [-0.3, 0.1, 0.2], [1.4, 0.3, 2.4], [0.0, 0.1, 0.0], [-2.6, 0.8, 1.2], [-0.7, 0.2, -0.5], [-0.1, -0.1, -0.1], [0.1, -0.1, -0.2], [0.4, 0.2, 0.2], [0.1, 0.0, 0.0], [0.6, 0.4, -0.2]],
  "nbo_charge": [-0.69, 0.02, 0.22, 0.37, 0.15, 0.35, 0.21, 0.23, 0.34, -0.68, -0.15, 0.24, 0.16, -0.46, 0.21, 0.19, -0.41, 0.38, -0.68]
}

{
  "formula": "C3H5F2NS",
  "method": "wB97M-V/def2-TZVPD",
  "homo_energy_ev": [-9.677, -9.676],
  "homo_lumo_gap_ev": [6.986, 6.981],
  "multiplicity": 1,
  "e_tot_ha": -769.84695,
  "mol_weight_g_mol": 125.14,
  "de_lowest_kj_mol": 337.0,
  "species": ["C", "F", "H", "N", "H", "H", "S", "C", "F", "H", "H", "C"],
  "xyz": [[-0.74839, -1.53530, 0.41620], [-1.36929, 0.49108, -0.71762], [0.21946, -1.89384, 0.87629], [0.98416, 1.45945, -0.76899], [-1.55640, -1.45451, 1.21220], [0.10504, 1.98149, -1.12826], [2.15287, -0.61605, 0.26158], [-0.42474, -0.13487, -0.01878], [-0.95559, 1.51691, 1.61050], [1.91747, 1.89492, -1.14027], [-1.19608, -1.98641, -0.37721], [0.87151, 0.27711, -0.22565]],
  "forces_ev_per_a": [[1.0, 3.1, 4.3], [0.9, -0.9, 0.4], [-1.5, -0.3, -0.9], [0.2, 4.4, -3.4], [1.0, 0.0, -0.8], [2.1, -1.3, 1.2], [0.5, -0.4, 0.1], [-5.4, -0.7, 1.4], [0.8, -1.9, -1.5], [-2.4, -1.6, 1.4], [-0.8, -1.8, -2.4], [3.7, 1.5, 0.3]],
  "nbo_charge": [-0.74, -0.28, 0.28, -0.70, 0.29, 0.43, 0.01, 0.79, -0.67, 0.43, 0.25, -0.11]
}